(1)
Below is a single C6H2N2 molecule at a distorted geometry, with properties calculated with ωB97M-V/def2-TZVPD.

Last column: Mulliken charge in e.
Element x y z (Å)
C: -0.2591 2.3059 0.0568  -0.1024
C: 0.0521 1.1240 0.0078  -0.3366
C: 0.6009 -0.1079 -0.0056  0.6842
C: 1.9157 -0.5226 -0.0482  0.0094
N: 3.0857 -0.4671 -0.1607  -0.4145
C: -0.4029 -1.0586 0.2175  -0.1503
C: -1.7786 -0.6750 0.2542  0.0169
N: -2.9984 -0.5953 -0.3718  -0.3541
H: -1.0347 3.1621 0.2100  0.3148
H: -0.3456 -2.1197 0.6227  0.3326

## Properties
HOMO-LUMO gap, eV: 7.7
Structure (SMILES): C#C/C(C#N)=C\C#N
HOMO level, eV: -9.75
Lowest unoccupied orbital energy, eV: -2.046
DFT total energy, eV: -9227.573
ΔE to the lowest compared entry with this formula, charge and spin, kJ/mol: 309.5

=====

(2)
Below is a molecular structure, C32H32I2N6O2SScTe at a distorted geometry, with properties calculated with ωB97M-V/def2-TZVPD.

Last column: Mulliken charge in e.
Element x y z (Å)
Sc: -0.7737 0.1120 0.1546  -0.5827
I: -8.6265 0.7215 0.4951  0.0216
C: -6.5909 0.4147 0.1813  -0.4322
C: -6.1472 -0.8025 -0.3166  -0.2779
C: -4.7915 -1.0011 -0.5363  -0.5215
I: -4.1365 -2.8570 -1.1963  0.0175
C: -3.8572 0.0176 -0.2975  -0.0619
O: -2.5900 -0.1010 -0.5744  0.4463
C: -4.3256 1.2159 0.2743  0.8391
C: -3.3198 2.2693 0.6718  -0.7686
N: -2.2202 1.7110 1.4786  0.2234
C: -2.6715 1.1952 2.7684  -0.8102
C: -2.0370 -0.1215 3.1360  0.5309
C: -1.9901 -0.5571 4.4552  -1.0691
C: -1.5525 -1.8423 4.7143  -0.4068
C: -1.1806 -2.6632 3.6659  -0.7208
C: -1.2068 -2.1327 2.3868  -0.4670
N: -1.6143 -0.8869 2.1303  0.6730
C: -5.6810 1.4123 0.4964  -0.3741
H: -6.8480 -1.5982 -0.5269  0.3732
H: -2.8596 2.7294 -0.2001  -0.3094
H: -3.8443 3.0547 1.2297  0.3224
H: -1.5022 2.4213 1.5873  0.2774
H: -2.5614 1.9142 3.5858  0.4099
H: -3.7419 0.9833 2.6817  0.3319
H: -2.2994 0.1075 5.2513  0.4770
H: -1.4957 -2.2003 5.7352  0.4042
H: -0.8306 -3.6729 3.8219  0.4610
H: -0.8596 -2.7064 1.5373  0.4876
H: -6.0205 2.3452 0.9310  0.4073
N: 5.8256 -2.8011 0.6992  -0.4669
C: 4.9285 -2.5040 1.7327  0.4073
O: 5.3108 -2.6092 2.9036  -0.7344
C: 3.6137 -2.0712 1.3464  0.5002
C: 2.7142 -1.5606 2.3259  -1.3229
C: 1.4955 -1.0985 1.9604  0.1226
N: 0.9922 -1.1057 0.6692  0.8864
C: 1.8589 -1.6199 -0.2716  -1.0041
C: 3.1047 -2.0819 0.0111  -0.7461
H: 6.7761 -2.8407 1.0322  0.2581
H: 5.7068 -2.2875 -0.1591  0.1954
H: 3.0318 -1.5032 3.3581  0.4368
H: 0.8547 -0.6589 2.7205  0.4471
H: 1.4921 -1.6335 -1.2840  0.3441
H: 3.6855 -2.4705 -0.8162  0.4464
C: 0.2660 1.8691 -0.6051  0.4892
C: 1.6595 1.9704 -0.1900  0.0911
C: 2.8159 1.9220 -1.0053  0.0152
C: 4.0987 1.9906 -0.4827  -0.9551
C: 4.3257 2.1147 0.8828  -0.6224
C: 3.2116 2.1778 1.7127  -0.7156
C: 1.9317 2.1279 1.1914  -0.1238
H: 2.7274 1.7583 -2.0767  0.2709
H: 4.9401 1.9229 -1.1642  0.3553
H: 5.3288 2.1474 1.2862  0.3838
H: 3.3412 2.2681 2.7860  0.3758
H: 1.0838 2.2204 1.8686  0.2095
C: 0.5546 4.1931 -2.6490  -1.1557
Te: 0.1149 2.0899 -2.6659  0.4436
C: -1.9409 2.5119 -2.7586  -0.6851
H: -0.0973 4.6387 -1.9000  0.3370
H: 0.4117 4.6478 -3.6297  0.3695
H: 1.5931 4.2946 -2.3363  0.3264
H: -2.1862 2.8786 -3.7535  0.5186
H: -2.1061 3.2800 -2.0083  0.1707
H: -2.4907 1.5992 -2.5415  -0.0154
S: -0.7811 -0.9000 -2.6064  -0.4124
C: 0.6344 -1.4664 -3.4972  -0.0611
N: 0.7514 -2.8548 -3.4939  0.0205
C: 1.6780 -3.5006 -4.3120  -0.4630
C: 2.6122 -2.7127 -4.9293  -0.4331
C: 2.5481 -1.3325 -4.7699  -0.4682
N: 1.5001 -0.7209 -4.0851  -0.2813
H: -0.0122 -3.3579 -3.0754  0.1885
H: 1.6117 -4.5739 -4.3857  0.3878
H: 3.3806 -3.1665 -5.5413  0.3625
H: 3.2779 -0.6726 -5.2149  0.4045

## Properties
HOMO-LUMO gap (spin up / spin down), eV: 4.3 / 4.8
Net charge: -1
HOMO level (spin up / spin down), eV: -2.44 / -2.94
Lowest unoccupied orbital energy (spin up / spin down), eV: 1.845 / 1.845
DFT total energy, eV: -101770.869
ΔE to the lowest compared entry with this formula, charge and spin, kJ/mol: 77.5

=====

(3)
Below is 2 unconnected molecules or ions with the total composition C2H9O2 at a distorted geometry, with properties calculated with ωB97M-V/def2-TZVPD.

Last column: Mulliken charge in e.
Element x y z (Å)
O: 1.2322 -1.4656 -0.9750  -0.6707
H: -0.2195 -0.9099 -0.4610  0.4842
H: 2.0422 -0.9149 -1.0439  0.3370
H: 1.3553 -2.2894 -1.5634  0.3454
C: -0.7033 0.5557 1.0011  -0.2286
O: -1.0492 -0.4090 -0.0939  -0.3068
C: 0.2926 1.5672 0.4011  -0.9074
H: -0.3972 -0.0768 1.9773  0.2683
H: -1.7170 1.0438 1.1528  0.3262
H: -1.8118 -0.1329 -0.6294  0.4228
H: 0.1423 2.5309 0.9468  0.3197
H: 0.2538 1.8583 -0.6834  0.3489
H: 1.3517 1.1508 0.4423  0.2610

## Properties
HOMO-LUMO gap, eV: 13.2
Net charge: +1
HOMO level, eV: -16.87
Lowest unoccupied orbital energy, eV: -3.696
DFT total energy, eV: -6306.778
ΔE to the lowest compared entry with this formula, charge and spin, kJ/mol: 78.1

=====

(4)
Below is 4 unconnected molecules or ions with the total composition C21H27B2ClN3O14P2, with properties calculated with ωB97M-V/def2-TZVPD.

Last column: Mulliken charge in e.
Element x y z (Å)
C: -2.7146 2.1408 5.7590  -1.2754
C: -2.3538 2.9811 4.5307  -0.0783
O: -0.9777 2.7673 4.2043  -0.4443
B: -0.5861 3.0888 2.9090  0.6385
O: -1.2249 2.3762 1.8830  -0.6296
B: 0.6147 4.2668 2.5763  0.8748
C: 0.6688 4.5019 0.9456  -0.3602
O: 1.1820 5.7643 0.4853  -0.3202
O: 2.6080 5.6997 0.5462  -0.3964
P: 0.1335 5.8278 3.6097  -0.2184
O: 1.1386 7.0224 3.0077  -0.4655
Cl: -1.6454 6.3183 2.5316  -0.3591
P: 2.2249 3.5127 3.3132  0.9093
O: 2.2762 3.3001 4.7673  -0.7873
O: 3.5668 4.3172 2.8224  -0.6130
O: 2.4162 2.0566 2.5540  -0.6275
H: -3.7098 1.7099 5.6389  0.3240
H: -1.9806 1.3494 5.8931  0.2916
H: -2.7199 2.7665 6.6517  0.3455
H: -2.4738 4.0377 4.7740  0.2300
H: -2.9747 2.7056 3.6775  0.2609
H: -0.8126 1.5114 1.7954  0.1165
H: -0.3459 4.4819 0.5400  0.1029
H: 1.2178 3.6978 0.4342  0.0937
H: 2.7793 6.0534 1.4349  0.3870
H: 0.8008 7.3645 2.1746  0.3081
H: 3.9027 3.9232 2.0134  0.3574
H: 2.3405 2.2002 1.6025  0.3599
C: 0.6143 -4.6414 3.0129  -0.4484
C: 0.2984 -4.5063 1.6669  -0.4997
C: -0.3715 -3.3789 1.2226  -0.3647
C: -0.7093 -2.4050 2.1417  0.1954
C: -0.4052 -2.5156 3.4848  -0.4216
C: 0.2622 -3.6493 3.9187  -0.4864
N: -1.4039 -1.1972 1.6709  1.0898
O: -1.6711 -1.1182 0.4875  -0.6318
O: -1.6516 -0.3293 2.4805  -0.6147
H: 1.1439 -5.5204 3.3564  0.3798
H: 0.5805 -5.2756 0.9613  0.3774
H: -0.6173 -3.2568 0.1787  0.4829
H: -0.6773 -1.7308 4.1752  0.5304
H: 0.5135 -3.7534 4.9650  0.3858
C: 0.0972 2.6289 -3.4698  -0.5163
C: 1.0579 1.9773 -4.2343  -0.4479
C: 1.4204 0.6754 -3.9340  -0.3915
C: 0.7999 0.0491 -2.8687  0.0274
C: -0.1609 0.6769 -2.0948  -0.2382
C: -0.5082 1.9820 -2.4011  -0.4547
N: 1.1767 -1.3293 -2.5275  0.9395
O: 2.0548 -1.8699 -3.1730  -0.5684
O: 0.5863 -1.8529 -1.6053  -0.5273
H: -0.1769 3.6485 -3.7050  0.4047
H: 1.5310 2.4872 -5.0620  0.3839
H: 2.1735 0.1612 -4.5121  0.4723
H: -0.6219 0.1651 -1.2617  0.4787
H: -1.2462 2.4930 -1.7987  0.4290
C: 0.0012 -4.4454 -3.7799  -0.0506
C: -0.2310 -3.8056 -4.9918  -0.1643
C: -0.6167 -4.5384 -6.1018  -0.5545
C: -0.7662 -5.9070 -5.9765  -0.0140
C: -0.5389 -6.5645 -4.7828  -0.3461
C: -0.1515 -5.8219 -3.6797  -0.6403
N: -1.1895 -6.6882 -7.1500  1.0110
O: -1.3636 -6.0921 -8.1935  -0.6106
O: -1.3410 -7.8849 -7.0079  -0.6152
H: 0.3000 -3.8686 -2.9156  0.3371
H: -0.1119 -2.7336 -5.0699  0.3717
H: -0.8001 -4.0534 -7.0485  0.4457
H: -0.6617 -7.6348 -4.7157  0.4519
H: 0.0307 -6.3195 -2.7372  0.3879

## Properties
HOMO-LUMO gap, eV: 5.5
Net charge: -1
HOMO level, eV: -4.74
Lowest unoccupied orbital energy, eV: 0.784
DFT total energy, eV: -87800.337